No. 1
13
Properties=species:S:1:pos:R:3 method="wB97M-V/def2-TZVPD" e_above_lowest_ev=1.598 total_charge=+3 energy_ha=-520.2418 homo_lumo_gap_ev=4.89 e_lumo_ev=-18.31
In 3.045 1.108 0.652
F 0.441 0.020 1.703
C -1.715 0.560 0.745
C -2.884 0.036 0.254
C -0.672 -0.410 1.236
C -3.152 -1.311 0.276
C -2.088 -2.245 0.677
C -0.898 -1.789 1.186
H -0.118 -2.452 1.546
H -3.734 0.620 -0.093
H -4.035 -1.787 -0.152
H -2.189 -3.323 0.566
H -1.516 1.629 0.807

---

No. 2
64
Properties=species:S:1:pos:R:3 method="wB97M-V/def2-TZVPD" e_above_lowest_ev=7.841 total_charge=0 energy_ha=-1802.1404 homo_lumo_gap_ev=9.55 smiles="NC(N)=O.NC(N)=O.NC(N)=O.NC(N)=O.NC(N)=O.NC(N)=O.NC(N)=O.NC(N)=O" e_lumo_ev=0.23
O -5.655 -0.131 -4.167
O 0.553 -6.081 4.633
O 1.029 1.244 -0.605
O -7.565 -2.513 6.015
O 0.693 -6.197 -2.746
O 7.747 6.925 -2.697
O 7.377 -1.648 -4.076
O -0.683 2.690 6.141
N -0.079 0.253 -2.168
N -7.439 -2.489 8.227
N 1.448 -5.959 -4.743
N -0.018 4.495 5.099
N -2.029 4.484 5.818
N -6.547 0.602 -6.060
N -5.898 2.013 -4.639
N -1.057 0.624 -0.213
N 6.824 8.156 -4.291
N 0.754 -4.232 5.801
N 6.848 -0.325 -2.396
N 6.018 0.170 -4.236
N 5.607 6.704 -3.321
N 0.109 -7.614 -4.313
N 0.638 -4.037 3.700
N -5.853 -1.561 7.072
C 0.786 -6.631 -3.869
C 0.655 -4.856 4.695
C -7.045 -2.117 7.044
C -5.950 0.747 -4.905
C 6.821 7.218 -3.397
C -0.035 0.705 -0.986
C -0.947 3.831 5.720
C 6.798 -0.713 -3.644
H -5.521 -1.245 7.972
H -6.274 2.660 -5.318
H -1.926 5.487 5.752
H 4.892 6.861 -4.016
H 0.712 0.509 -2.742
H 5.758 -0.103 -5.173
H -1.812 0.052 -0.563
H 1.200 -6.103 -5.712
H -5.516 2.290 -3.745
H -5.297 -1.508 6.230
H -0.006 -7.720 -5.310
H -6.980 1.466 -6.354
H -2.670 4.047 6.465
H -0.031 5.504 5.049
H -6.487 -0.282 -6.544
H 7.743 8.571 -4.352
H -1.012 0.115 -2.529
H 5.406 6.164 -2.491
H -8.198 -3.155 8.216
H -7.089 -1.971 9.021
H 1.930 -5.113 -4.475
H -0.644 -7.991 -3.754
H 5.725 1.055 -3.848
H 0.651 -4.531 2.819
H 0.860 -4.913 6.540
H 6.121 0.250 -1.994
H -0.932 0.940 0.738
H 0.425 -3.278 5.785
H 0.795 3.905 4.999
H 6.103 8.231 -4.994
H 7.377 -0.903 -1.758
H 0.796 -3.046 3.593

---

No. 3
14
Properties=species:S:1:pos:R:3 method="wB97M-V/def2-TZVPD" e_above_lowest_ev=1.865 total_charge=+1 energy_ha=-1345.3993 homo_lumo_gap_ev=9.94 e_lumo_ev=-5.16
Cl -1.598 -1.898 -1.731
Cl 2.678 1.038 0.548
Si -1.867 -0.623 -0.302
N -0.517 -1.195 1.019
C -0.173 -2.375 1.294
C -1.285 1.205 -0.565
H -0.718 -3.280 0.974
H 0.811 -2.495 1.664
H 3.300 -0.041 0.820
H -0.938 2.011 0.068
H -0.363 0.956 -1.174
H -3.130 -0.554 0.530
H -0.201 -0.409 1.557
H -1.927 1.711 -1.239

---

No. 4
6
Properties=species:S:1:pos:R:3 method="wB97M-V/def2-TZVPD" e_above_lowest_ev=0.786 total_charge=0 energy_ha=-679.1230 homo_lumo_gap_ev=11.50 smiles="O=S1(=O)NO1" e_lumo_ev=0.22
S -0.582 0.235 -0.033
O -0.664 1.647 0.079
O -1.627 -0.490 -0.674
O 0.223 -0.647 1.014
N 0.866 -0.509 -0.364
H 1.785 -0.235 -0.022

---

No. 5
55
Properties=species:S:1:pos:R:3 method="wB97M-V/def2-TZVPD" total_charge=+3 s2=6.074 energy_ha=-1644.3695 homo_lumo_gap_ev="6.77 / 5.02" e_lumo_ev="-11.50 / -13.53" spin_multiplicity=5
Os 0.000 0.000 -0.252
P -2.256 0.427 -0.644
P 2.251 -0.417 -0.586
O -0.186 -4.104 -2.070
O -2.047 -2.163 -4.585
N 0.249 1.067 -2.142
C 0.515 2.492 -4.517
C 0.000 0.000 3.052
C -0.841 1.347 -2.895
C 0.478 1.372 5.072
C 2.650 1.088 -1.671
C -2.120 0.817 -2.404
C 0.000 0.000 4.572
C -3.416 -0.980 -0.487
C 1.474 1.461 -2.570
C 1.646 2.185 -3.752
C 2.792 -1.819 -1.723
C -0.747 2.066 -4.088
C 3.623 -0.349 0.699
C -3.029 1.892 0.134
C -1.427 -0.273 5.072
C 0.000 0.000 1.748
C 0.950 -1.099 5.072
H -2.126 0.511 4.706
H -2.393 2.769 0.012
H 0.970 -1.123 6.183
H 2.165 -1.846 -2.615
H -3.999 2.105 -0.314
H 1.506 1.585 4.706
H -2.992 -1.886 -0.919
H -3.028 1.083 -2.924
H -1.457 -0.278 6.183
H -3.625 -1.180 0.563
H -1.787 -1.259 4.706
H 0.617 3.049 -5.437
H -3.171 1.724 1.201
H 0.488 1.401 6.183
H -4.359 -0.765 -0.987
H 3.546 0.891 -2.261
H 0.563 -3.486 -1.829
H -0.277 -1.417 0.214
H 2.629 2.500 -4.071
H 0.620 -2.096 4.706
H 3.481 0.514 1.350
H 1.984 -0.918 4.705
H -1.627 2.282 -4.675
H -2.268 -1.215 -4.269
H -0.196 2.177 4.706
H -0.707 -3.658 -2.847
H 4.597 -0.269 0.217
H 3.608 -1.252 1.310
H -2.719 -2.432 -5.279
H 2.710 -2.777 -1.208
H 2.863 1.936 -1.020
H 3.827 -1.682 -2.034

---

No. 6
32
Properties=species:S:1:pos:R:3 method="wB97M-V/def2-TZVPD" e_above_lowest_ev=0.000 total_charge=+1 s2=0.753 energy_ha=-2628.5248 homo_lumo_gap_ev="3.67 / 3.68" e_lumo_ev="-7.96 / -7.95" spin_multiplicity=2
I 18.621 4.064 -6.344
Cu 14.330 6.330 -6.170
O 19.069 -1.219 -9.896
O 21.888 5.324 -15.557
O 19.038 -0.453 -2.123
O 17.568 0.114 0.448
O 19.311 -3.744 -11.262
O 21.562 3.845 -12.663
C 18.708 0.829 -0.046
C 21.507 4.006 -15.143
C 20.316 -1.810 -10.150
C 20.760 3.989 -13.834
C 19.637 -0.124 -0.847
C 20.291 -2.763 -11.423
H 22.303 3.262 -15.187
H 20.063 3.151 -13.802
H 20.509 0.389 -1.253
H 21.090 4.034 -11.849
H 19.323 -0.455 -9.374
H 20.975 -0.950 -10.271
H 18.273 1.554 -0.735
H 19.363 -4.244 -12.080
H 19.210 1.385 0.746
H 20.169 4.904 -13.781
H 17.299 -0.529 -0.212
H 20.661 -2.291 -9.235
H 20.773 3.657 -15.869
H 19.974 -2.203 -12.302
H 19.199 0.318 -2.672
H 22.797 5.520 -15.319
H 21.293 -3.179 -11.533
H 20.060 -1.039 -0.434

---

No. 7
119
Properties=species:S:1:pos:R:3 method="wB97M-V/def2-TZVPD" total_charge=-2 energy_ha=-4157.9067 homo_lumo_gap_ev=4.88 e_lumo_ev=3.98
Tl 0.901 -0.900 -0.845
P 1.816 0.924 1.964
P -0.797 1.646 -1.538
P -1.765 -2.021 -0.310
Si -0.652 0.074 1.647
F -2.195 -0.073 -0.944
O 0.900 -1.568 -5.291
N 1.908 -0.450 -3.531
N 2.776 -3.598 -2.105
N 4.044 -1.004 -3.939
N 3.570 0.539 -2.212
C -4.645 -2.259 -3.236
C 5.472 -1.015 -3.896
C 1.951 -3.043 -1.492
C -1.028 3.939 -0.067
C 2.852 3.377 2.439
C 3.290 -1.811 -4.858
C -2.187 3.186 -3.502
C 2.064 2.793 -4.206
C 3.218 2.034 2.526
C 5.413 2.751 3.227
C -2.132 -3.283 -2.723
C -3.336 3.719 -4.057
C 2.773 3.692 -2.107
C -1.133 -3.766 1.692
C 3.167 -0.310 -3.179
C -0.887 1.975 1.338
C 1.599 3.250 -1.519
C -0.928 2.552 0.066
C 0.911 2.324 -3.609
C 4.522 1.736 2.918
C -0.184 0.129 3.514
C 2.754 -0.628 1.756
C 1.851 -1.284 -4.607
C 1.194 0.064 5.948
C -1.007 4.209 2.301
C -0.926 2.835 2.436
C 1.132 0.576 3.620
C -4.684 -0.367 2.823
C -1.059 4.769 1.034
C 4.576 -1.794 0.698
C 3.900 -0.618 0.964
C -1.096 -4.902 2.472
C 0.623 2.594 -2.267
C -3.477 2.318 -1.683
C -4.037 -3.092 -4.162
C -2.238 2.468 -2.311
C -2.332 -6.068 0.784
C -2.748 -2.468 -1.778
C -0.092 -0.440 5.853
C -1.702 -6.062 2.015
C -2.773 -3.598 -3.905
C -0.784 -0.386 4.651
C -3.999 -1.937 -2.056
C -2.942 -1.461 0.974
C 1.814 0.595 4.821
C 3.001 3.489 -3.458
C -1.780 -3.745 0.458
C 2.288 -1.840 2.259
C -4.220 -1.982 1.112
C -2.375 -4.919 0.011
C -2.500 -0.437 1.803
C -4.562 3.543 -3.439
C 2.959 -3.018 1.977
C 5.028 4.080 3.145
C 3.734 4.391 2.753
C -5.092 -1.432 2.038
C 4.101 -2.997 1.198
C -3.391 0.116 2.708
C -4.624 2.840 -2.245
H 5.880 -0.613 -4.833
H 4.616 -3.919 0.967
H -1.685 -6.963 2.616
H 3.324 -2.868 -4.569
H -1.118 5.846 0.907
H -4.442 -1.243 -1.357
H -6.100 -1.821 2.143
H 4.263 0.331 0.582
H -0.604 -4.893 3.437
H -3.273 4.279 -4.984
H 2.822 0.993 4.892
H -1.239 3.343 -3.994
H 5.840 -2.037 -3.765
H 1.434 3.422 -0.464
H 2.571 -3.954 2.358
H 3.424 5.426 2.681
H 4.840 0.705 3.006
H -5.373 0.089 3.528
H -1.017 4.846 3.179
H -5.624 -1.846 -3.446
H -0.557 -0.877 6.731
H -5.582 2.706 -1.754
H 5.470 -1.781 0.086
H 3.613 -1.687 -5.894
H -0.880 2.407 3.428
H -2.280 -4.217 -4.643
H 2.801 0.921 -1.664
H -1.056 4.377 -1.059
H -1.795 -0.762 4.592
H 6.422 2.505 3.538
H 5.730 4.870 3.393
H -3.532 1.777 -0.751
H 0.228 1.698 -4.168
H 1.406 -1.853 2.882
H 3.914 3.846 -3.919
H -5.461 3.955 -3.881
H 5.835 -0.400 -3.075
H -4.535 -2.820 0.501
H -4.535 -3.308 -5.102
H 4.377 0.266 -1.674
H -2.874 -4.939 -0.951
H 1.733 0.016 6.887
H 1.838 3.601 2.124
H -2.798 -6.979 0.425
H -3.073 0.952 3.318
H -0.663 -2.848 2.025
H 3.520 4.189 -1.501
H 2.254 2.586 -5.254
H -1.129 -3.645 -2.535

---

No. 8
76
Properties=species:S:1:pos:R:3 method="wB97M-V/def2-TZVPD" total_charge=-1 energy_ha=-3622.3318 homo_lumo_gap_ev="4.96 / 4.37" e_lumo_ev="2.20 / 2.20"
S 2.908 0.931 -1.121
S 1.246 4.636 -0.475
S 1.243 0.618 1.954
S -1.508 3.537 -0.170
P 3.093 0.509 0.869
O 0.253 -2.117 1.678
O 0.956 1.173 -3.713
O -2.675 2.761 -4.850
O -1.016 -0.662 2.943
N -0.540 2.895 -3.285
N 0.242 2.857 -2.167
C -0.269 1.139 -7.741
C -0.546 1.851 -5.423
C 4.747 -1.630 1.444
C -3.779 -2.948 2.254
C 3.570 -1.250 0.819
C 0.220 1.334 -6.499
C 4.425 -3.900 0.482
C -1.831 -1.721 2.549
C 2.792 -2.152 0.067
C 4.661 1.306 3.008
C -1.630 1.378 -7.964
C 5.145 -2.976 1.275
C 5.706 1.963 3.666
C 5.250 2.371 0.903
C 0.029 3.702 -1.127
C 3.242 -3.489 -0.102
C -5.555 -1.667 1.159
C -0.803 4.303 1.327
C -0.064 1.970 -4.099
C -1.853 2.162 -5.713
C -6.083 -4.137 1.648
C -1.661 -3.774 1.388
C 0.668 4.557 1.212
C 4.382 1.578 1.614
C -2.418 1.865 -6.914
C -5.357 -2.864 2.135
C 6.528 2.918 2.986
C -5.994 -2.520 3.540
C -1.034 -2.658 1.903
C 6.287 3.075 1.598
C -3.056 -3.867 1.490
C -3.152 -1.914 2.958
B 0.234 -0.875 2.228
Be 1.404 1.616 -2.291
H -7.182 -3.883 1.709
H 0.401 0.673 -8.502
H 1.327 3.844 1.711
H 1.982 -1.713 -0.500
H 6.030 -3.345 1.817
H -1.116 -4.481 0.813
H -5.949 -4.937 2.416
H -5.896 -1.520 3.781
H 5.381 -0.901 2.039
H 6.913 3.743 0.980
H 1.294 1.146 -6.274
H -6.647 -1.325 1.222
H 3.996 0.653 3.544
H -1.363 5.270 1.493
H -5.320 -2.118 0.181
H 7.378 3.405 3.488
H -2.014 1.234 -8.974
H -4.923 -0.788 1.336
H -3.597 -4.632 0.926
H 0.933 5.548 1.588
H -7.014 -2.740 3.614
H -3.472 -1.407 3.864
H -5.474 -3.045 4.298
H 5.962 1.730 4.666
H -2.067 3.033 -4.110
H 2.599 -4.224 -0.581
H -5.810 -4.499 0.633
H 4.659 -4.951 0.372
H -3.498 2.193 -6.970
H 5.129 2.531 -0.181
H -1.050 3.619 2.156

---

No. 9
10
Properties=species:S:1:pos:R:3 method="wB97M-V/def2-TZVPD" e_above_lowest_ev=5.941 total_charge=0 energy_ha=-446.7544 homo_lumo_gap_ev=8.96 e_lumo_ev=-1.25
O -2.424 0.042 -0.101
O 3.244 -0.136 -0.113
N -1.380 1.097 -0.180
N -1.777 -1.194 0.028
N 0.953 0.732 0.101
N -0.586 -0.997 -0.067
C 1.988 -0.295 -0.069
C -0.206 0.315 -0.097
H -1.445 1.817 0.449
H 1.632 -1.381 0.049

---

No. 10
6
Properties=species:S:1:pos:R:3 method="wB97M-V/def2-TZVPD" e_above_lowest_ev=3.941 total_charge=-1 energy_ha=-473.0425 homo_lumo_gap_ev=7.22 e_lumo_ev=5.17
P 0.819 0.033 0.244
O -0.529 0.792 -0.122
N -1.159 -0.584 0.054
H -1.731 -0.511 1.023
H 1.600 0.998 -0.269
H 1.000 -0.729 -0.931

---

No. 11
41
Properties=species:S:1:pos:R:3 method="wB97M-V/def2-TZVPD" e_above_lowest_ev=0.000 total_charge=+3 s2=6.031 energy_ha=-2039.1339 homo_lumo_gap_ev="8.71 / 5.78" e_lumo_ev="-10.65 / -13.58" spin_multiplicity=5
Os 1.548 -1.361 1.271
Cl 3.832 -1.424 1.972
Cl 1.958 -3.591 2.084
O -1.695 5.396 -0.913
O -0.347 7.101 -0.829
O -0.193 0.881 -0.363
O -0.325 -1.566 1.031
O 1.744 0.450 0.702
N -0.626 5.936 -0.739
N -0.912 -3.528 0.038
C 0.501 5.019 -0.380
C 1.749 5.515 -0.158
C -2.620 -2.220 1.128
C -1.371 -2.296 -2.030
C 0.838 1.265 0.093
C -3.166 -1.633 -0.228
C -1.218 -2.494 0.795
C 0.221 3.641 -0.289
C -0.378 -3.249 -1.341
C 1.247 2.718 0.071
C 3.666 -3.152 2.491
C 2.770 4.590 0.182
C 2.507 3.187 0.300
C -2.832 -2.381 -1.531
H -3.139 -3.147 1.379
H 4.341 -3.765 1.900
H -3.450 -1.915 -2.299
H -1.030 -1.264 -1.909
H -3.181 -3.419 -1.493
H 3.775 4.956 0.359
H -4.249 -1.601 -0.105
H 3.801 -3.210 3.567
H 3.322 2.528 0.562
H -1.349 -2.505 -3.100
H -2.823 -0.599 -0.309
H -0.294 -4.217 -1.828
H -0.786 3.300 -0.503
H -1.682 -4.187 -0.011
H -2.729 -1.506 1.939
H 0.624 -2.831 -1.267
H 1.950 6.577 -0.240